1.
# C33H27BrCl2N8O2SZr

A structure of composition C33H27BrCl2N8O2SZr (ωB97M-V/def2-TZVPD, the Open Molecules 2025 dataset).

Summary:
E_HOMO   -7.9 eV
HOMO-LUMO gap   0.24473 Eh
E   -157881.2458 eV
Energy above the lowest of the compared OMol25 structures with the same formula, charge and spin   0.0 kJ/mol

Element x y z (Å)
Zr -0.13 0.03 0.02
N 3.53 -1.60 -2.33
C 2.48 -1.35 -1.52
S 2.33 0.29 -0.94
N 1.74 -2.40 -1.22
N 0.70 -2.10 -0.39
C -0.10 -3.06 -0.14
C -1.19 -2.85 0.81
C -2.10 -3.85 1.11
C -3.04 -3.59 2.10
C -3.04 -2.36 2.74
C -2.12 -1.40 2.34
N -1.23 -1.63 1.38
H 4.05 -0.84 -2.73
H 3.59 -2.51 -2.75
H 0.05 -4.03 -0.61
H -2.05 -4.80 0.60
H -3.77 -4.35 2.37
H -3.75 -2.13 3.52
H -2.10 -0.42 2.79
Cl -0.36 2.60 -1.70
C 0.90 3.56 -0.89
Cl 1.19 2.96 0.75
H 0.57 4.59 -0.84
H 1.81 3.44 -1.47
C -4.25 7.78 2.19
C -3.95 6.51 2.93
C -3.92 6.52 4.32
C -3.66 5.38 5.05
C -3.44 4.18 4.38
C -3.47 4.16 2.99
N -3.25 2.91 2.34
C -4.22 2.28 1.61
C -5.58 2.62 1.81
C -6.58 1.99 1.10
C -6.30 0.99 0.17
C -4.99 0.64 -0.03
C -3.94 1.26 0.67
C -2.59 0.82 0.36
O -1.55 1.33 0.97
O -2.34 -0.08 -0.47
C -3.71 5.31 2.25
C -3.70 5.26 0.74
H -4.47 8.59 2.88
H -5.12 7.67 1.53
H -3.42 8.10 1.56
H -4.11 7.46 4.84
H -3.63 5.41 6.13
H -3.26 3.26 4.91
H -2.29 2.65 2.12
H -5.82 3.39 2.53
H -7.60 2.28 1.29
H -7.09 0.50 -0.38
H -4.72 -0.13 -0.75
H -4.67 4.95 0.34
H -2.96 4.55 0.38
H -3.47 6.24 0.31
Br 3.04 -0.44 6.26
C 2.23 -0.28 4.55
C 1.15 0.56 4.38
C 0.56 0.65 3.13
C 1.02 -0.06 2.01
C 2.13 -0.89 2.24
C 2.73 -1.01 3.49
H 0.77 1.14 5.22
H -0.29 1.32 3.03
H 2.56 -1.46 1.42
H 3.58 -1.66 3.63
N -0.37 -0.43 -2.20
C -0.76 -0.74 -3.25
C -1.24 -1.12 -4.48
C -0.34 -1.32 -5.56
N 0.41 -1.48 -6.42
C -2.64 -1.32 -4.61
N -3.78 -1.49 -4.67

=====

2.
# C31H25N4O6STi

A structure of composition C31H25N4O6STi (ωB97M-V/def2-TZVPD, the Open Molecules 2025 dataset).

Summary:
E_HOMO   -10.6 eV
Total charge   +1
HOMO-LUMO gap   0.20168 Eh
E   -84743.4325 eV
Energy above the lowest of the compared OMol25 structures with the same formula, charge and spin   251.7 kJ/mol

Element x y z (Å)
Ti 1.09 0.46 0.31
C 0.42 2.37 -1.70
C 0.96 1.83 -2.79
C 0.67 0.37 -3.00
C -0.79 0.12 -2.79
C -1.29 0.62 -1.66
C -0.46 1.53 -0.85
H 0.55 3.42 -1.45
H 1.54 2.39 -3.51
H 1.04 0.00 -3.95
H -1.37 -0.45 -3.50
H -2.31 0.43 -1.35
H -1.07 2.12 -0.16
O -3.74 2.59 4.65
C -2.93 3.37 4.15
O -2.79 4.60 4.15
C -1.82 2.65 3.33
C -0.79 3.38 2.74
C 0.16 2.71 2.01
N 0.13 1.37 1.88
C -0.81 0.65 2.52
C -1.81 1.26 3.23
C -0.50 -0.80 2.48
C -1.12 -1.76 3.25
C -0.55 -3.03 3.29
C 0.62 -3.29 2.60
C 1.16 -2.29 1.81
N 0.59 -1.08 1.73
C 1.31 3.31 1.31
C 1.64 4.65 1.35
C 2.79 5.06 0.69
C 3.57 4.13 0.03
C 3.16 2.81 0.02
N 2.04 2.40 0.63
H -0.80 4.45 2.89
H -2.60 0.72 3.76
H -1.99 -1.51 3.84
H -1.01 -3.80 3.90
H 1.11 -4.25 2.66
H 2.05 -2.44 1.22
H 1.03 5.34 1.90
H 3.08 6.10 0.70
H 4.49 4.40 -0.47
H 3.76 2.05 -0.46
C -4.36 -4.26 -1.63
C -2.97 -3.71 -1.74
C -2.31 -3.65 -2.97
C -1.03 -3.13 -3.07
C -0.40 -2.67 -1.93
C -1.02 -2.75 -0.68
C -2.30 -3.25 -0.60
S 1.26 -2.17 -2.09
O 2.01 -2.66 -0.96
O 1.67 -2.42 -3.44
N 1.42 -0.39 -1.89
C 2.91 -0.23 -2.06
C 3.60 -0.50 -0.75
O 4.69 -0.95 -0.61
O 2.81 -0.11 0.30
H -4.72 -4.63 -2.59
H -5.05 -3.50 -1.28
H -4.39 -5.08 -0.92
H -2.81 -4.01 -3.86
H -0.53 -3.09 -4.03
H -0.51 -2.42 0.22
H -2.79 -3.31 0.36
H 3.08 0.81 -2.34
H 3.31 -0.87 -2.84

=====

3.
# CH2N2O3

A structure of composition CH2N2O3 (ωB97M-V/def2-TZVPD, the Open Molecules 2025 dataset).

Summary:
E_HOMO   -11.1 eV
HOMO-LUMO gap   0.35940 Eh
E   -10184.1127 eV
Energy above the lowest of the compared OMol25 structures with the same formula, charge and spin   577.3 kJ/mol

Element x y z (Å)
C 0.34 0.28 -0.26
N -0.04 1.38 -0.13
N 1.35 -0.66 0.00
O -0.63 2.38 -0.14
O 2.22 -0.25 0.74
O 1.28 -1.74 -0.52
H -1.89 -0.56 0.15
H -2.63 -0.83 0.16

=====

4.
# C15H28F3IO4P

A cluster of 2 separate species, C15H28F3IO4P in total (ωB97M-V/def2-TZVPD, the Open Molecules 2025 dataset).

Summary:
E_HOMO   -12.2 eV
Total charge   +1
HOMO-LUMO gap   0.31530 Eh
E   -49731.5509 eV

Element x y z (Å)
C 3.82 1.92 1.07
O 4.97 1.17 0.55
C 4.51 -0.10 -0.01
C 3.74 0.10 -1.43
C 3.64 -1.34 -2.11
C 2.99 -1.36 -3.58
C 1.84 -0.29 -3.85
C 0.36 -0.78 -3.38
C 0.33 -1.45 -1.92
P -1.38 -1.86 -1.27
C -1.27 -2.55 0.51
C -2.62 -0.43 -1.31
C -1.98 1.03 -1.48
O -2.56 1.80 -2.28
I -0.25 1.81 -0.43
H 4.19 2.87 1.60
H 3.24 1.31 1.87
H 3.14 2.27 0.22
H 5.46 -0.74 -0.15
H 3.86 -0.67 0.75
H 2.74 0.63 -1.26
H 4.46 0.76 -2.06
H 3.14 -2.08 -1.37
H 4.72 -1.73 -2.22
H 2.52 -2.41 -3.72
H 3.80 -1.25 -4.38
H 1.76 -0.18 -5.00
H 2.06 0.76 -3.46
H -0.32 0.15 -3.48
H 0.00 -1.50 -4.20
H 0.89 -2.46 -2.02
H 0.96 -0.86 -1.15
H -1.92 -2.89 -2.12
H -0.15 -2.46 0.79
H -1.57 -3.64 0.55
H -1.95 -1.90 1.15
H -3.35 -0.64 -2.18
H -3.24 -0.45 -0.35
C -3.51 1.78 1.75
C -4.60 1.67 2.80
O -4.15 0.90 3.92
C -3.39 1.56 4.82
O -3.07 2.71 4.72
C -3.02 0.64 5.99
F -2.61 -0.58 5.57
F -4.07 0.43 6.80
F -2.03 1.14 6.75
H -3.15 0.78 1.47
H -3.87 2.29 0.86
H -2.65 2.32 2.14
H -5.46 1.14 2.38
H -4.96 2.65 3.12

=====

5.
# HNO3P2

The molecule HNO3P2 (ωB97M-V/def2-TZVPD, the Open Molecules 2025 dataset).

Summary:
E_HOMO   -8.7 eV
HOMO-LUMO gap   0.27822 Eh
SMILES string   O=P1=PN(O)O1
E   -26222.2903 eV
Energy above the lowest of the compared OMol25 structures with the same formula, charge and spin   63.3 kJ/mol

Element x y z (Å)
O -3.68 -1.08 -0.89
P -3.47 -0.45 0.41
P -2.31 1.61 -0.11
N -1.23 0.52 0.25
O 0.15 0.88 0.04
O -1.52 -0.69 0.57
H 0.72 0.42 0.70

=====

6.
# C2H3BrFN

A cluster of 2 separate species, C2H3BrFN in total (ωB97M-V/def2-TZVPD, the Open Molecules 2025 dataset).

Summary:
E_HOMO   -10.8 eV
HOMO-LUMO gap   0.39654 Eh
SMILES string   BrC1=NC1.F
E   -76370.2277 eV
Energy above the lowest of the compared OMol25 structures with the same formula, charge and spin   69.7 kJ/mol

Element x y z (Å)
Br 2.85 -1.78 0.86
C 1.26 -0.87 0.44
N 0.23 -1.10 -0.25
C 0.14 0.03 0.84
H -0.37 -0.40 1.70
H 0.15 1.02 0.39
F -0.01 -0.05 -2.61
H 0.33 -0.44 -1.88

=====

7.
# C6H9N2O2

The ion C6H9N2O2 with charge +1 (ωB97M-V/def2-TZVPD, the Open Molecules 2025 dataset).

Summary:
E_HOMO   -14.6 eV
Total charge   +1
HOMO-LUMO gap   0.36748 Eh
SMILES string   C[NH+](C)C1=CC(=O)NC1=O
E   -13434.6040 eV
Energy above the lowest of the compared OMol25 structures with the same formula, charge and spin   235.4 kJ/mol

Element x y z (Å)
C 1.66 -0.96 0.57
N 1.03 0.06 -0.23
C 1.56 0.00 -1.66
C -0.45 0.07 -0.06
C -1.56 -0.39 -0.54
C -2.74 0.19 0.13
O -3.85 -0.16 -0.06
N -2.23 1.03 1.15
C -0.87 0.96 1.25
O -0.09 1.37 2.05
H 1.38 -2.06 0.68
H 2.77 -1.00 0.38
H 1.74 -0.74 1.70
H 1.21 1.03 0.13
H 0.80 0.50 -2.40
H 2.33 0.74 -1.69
H 1.81 -1.08 -1.86
H -1.71 -1.03 -1.40
H -2.81 1.48 1.86

=====

8.
# C17H12N5O9Tc

A structure of composition C17H12N5O9Tc (ωB97M-V/def2-TZVPD, the Open Molecules 2025 dataset).

Summary:
E_HOMO (alpha / beta)   -5.8 / -6.0 eV
Total charge   -1
HOMO-LUMO gap (alpha / beta)   0.25472 / 0.13424 Eh
E   -45902.8889 eV
Energy above the lowest of the compared OMol25 structures with the same formula, charge and spin   66.7 kJ/mol
Multiplicity   4
⟨S²⟩   3.768

Element x y z (Å)
Tc 0.15 -0.03 -0.24
O -2.30 2.35 1.15
C -1.87 1.83 2.38
C -0.42 1.36 2.46
N -0.09 0.01 1.90
C -1.15 -0.98 2.16
C -2.25 -0.87 1.09
O -3.38 -1.23 1.32
O -1.84 -0.36 -0.06
C 1.24 -0.40 2.39
C 2.37 0.19 1.51
O 3.44 0.48 1.99
O 2.06 0.29 0.25
H -2.28 1.65 0.49
H -1.95 2.65 3.10
H -2.55 1.05 2.74
H 0.23 2.09 1.96
H -0.15 1.33 3.52
H -0.72 -1.97 2.07
H -1.58 -0.88 3.16
H 1.39 -0.13 3.43
H 1.32 -1.49 2.29
O 0.30 0.03 -7.28
C 0.59 0.96 -6.56
O 0.96 2.14 -6.74
C 0.52 0.72 -4.99
C 0.49 -0.60 -4.58
C 0.40 -0.85 -3.22
N 0.34 0.14 -2.32
C 0.36 1.41 -2.73
C 0.47 1.75 -4.07
C 0.23 2.47 -1.64
O 0.34 3.64 -1.94
O -0.03 1.99 -0.47
H 0.51 -1.41 -5.29
H 0.38 -1.86 -2.82
H 0.50 2.79 -4.35
N 0.44 -2.03 -0.18
C 0.65 -3.18 -0.22
C 0.90 -4.53 -0.27
C 1.25 -5.11 -1.51
N 1.53 -5.57 -2.53
C 0.79 -5.29 0.91
N 0.69 -5.92 1.87

=====

Look up the E of the fourth one.
-49731.5509 eV

=====

Number 3 is which compound?
CH2N2O3